1.
Entry from the OMol25 dataset: a molecular structure, C36H21BrF4N4O2PPd (ωB97M-V/def2-TZVPD).

Cartesian coordinates (Å):
Pd1 -0.56026 -1.06279 0.47141
Br1 -0.42699 -1.73040 3.20329
P1 1.67811 -1.42843 0.53312
F1 3.80492 -1.51868 6.07874
F2 1.16084 -1.65434 5.69459
F3 5.49356 -1.36633 3.96086
F4 4.51550 -1.32495 1.47244
O1 -1.91420 -2.98837 0.07129
O2 -3.67421 1.13325 0.40296
N1 -0.27257 0.92111 0.39491
N2 -1.98358 8.15712 -4.41301
N3 -0.63528 2.96227 -0.28286
N4 -2.52268 -0.85538 0.14568
C1 2.48153 -0.15630 -1.75885
C2 -5.14544 -3.41336 -0.00900
C3 3.35866 -3.24813 -0.78193
C4 -1.75728 7.27756 -3.71070
C5 -0.41799 5.31291 -0.85254
C6 -0.92524 4.05748 -1.14964
C7 -4.82214 -1.02145 0.20306
C8 -0.20825 1.75327 1.49079
C9 3.54271 1.99883 -1.84696
C10 3.09380 0.97360 0.28059
C11 4.18629 -1.41386 3.77045
C12 2.75207 -5.55054 -1.10995
C13 -6.51818 -3.17697 0.04139
C14 -1.71230 3.85066 -2.27284
C15 -1.47325 6.17589 -2.83117
C16 3.32536 -1.49239 4.85034
C17 -6.17652 -0.78153 0.25174
C18 1.44255 -1.52483 3.35273
C19 1.21246 -4.06670 -0.01916
C20 3.59625 2.03294 -0.46049
C21 -0.41840 3.02515 1.07574
C22 -7.02273 -1.88732 0.16884
C23 1.95547 -1.55480 4.63727
C24 -3.65877 -0.06533 0.28078
C25 2.29025 -1.42130 2.24872
C26 -2.84434 -2.15965 0.06583
C27 -4.31928 -2.31368 0.07397
C28 2.13154 -3.02535 -0.15752
C29 3.65774 -1.38843 2.49176
C30 -0.69730 6.37538 -1.69347
C31 2.98782 0.90313 -2.49552
C32 2.53889 -0.12522 -0.36610
C33 3.66331 -4.51249 -1.25760
C34 -1.97980 4.91113 -3.11898
C35 1.52912 -5.33028 -0.49294
C36 -0.54935 1.67315 -0.64964
H1 -4.74709 -4.41378 -0.10903
H2 -0.65467 1.32224 -1.66093
H3 0.81755 -6.13793 -0.38934
H4 -0.47756 3.94564 1.62701
H5 3.94132 2.82261 -2.42410
H6 -0.02788 1.38283 2.48469
H7 4.07077 -2.44117 -0.89412
H8 -8.09433 -1.74375 0.20612
H9 0.24502 -3.89658 0.43936
H10 4.61343 -4.68925 -1.74331
H11 -0.30573 7.35888 -1.47499
H12 2.04585 -1.00598 -2.27210
H13 -7.20719 -4.00861 -0.01927
H14 4.03626 2.88197 0.04556
H15 -2.59658 4.76519 -3.99448
H16 -2.15207 2.88337 -2.47484
H17 2.95308 0.87104 -3.57633
H18 2.99668 -6.53605 -1.48361
H19 0.21240 5.46750 0.01251
H20 3.13281 1.01388 1.36306
H21 -6.56445 0.22271 0.35569

As for the multiplicity: 1. For the electronic energy, the calculation gives -5196.51350 Eh. For the gap between HOMO and LUMO, the calculation gives 0.300 Ha. The calculation puts the energy relative to the best compared isomer or geometry (same formula, charge and spin) at 0.00 kcal per mole. As for the charge: +1.

Results of the natural (NBO) charge analysis, in e, for atoms 1 through 8: 0.7437 0.1550 1.1008 -0.2576 -0.2736 -0.2628 -0.2966 -0.6376

2.
Entry from the OMol25 dataset: a molecular structure, C36H21Cl2MoN2O9P (ωB97M-V/def2-TZVPD).

Cartesian coordinates (Å):
Mo1 0.00215 0.22969 1.26562
Cl1 -2.96134 -5.57705 4.62721
Cl2 1.61277 -2.75407 4.49766
P1 0.24879 -0.67215 -0.98657
O1 2.61295 1.49100 3.70363
O2 -0.77583 1.99340 0.04977
O3 -1.87528 -0.40912 1.19518
O4 -0.46926 3.73645 -1.36491
O5 3.59025 7.25061 1.92085
O6 0.20425 -1.18858 2.45300
O7 1.30552 1.50420 1.40950
O8 4.25551 2.88453 3.80744
O9 2.35898 7.46232 0.15927
N1 3.20628 2.49911 3.36999
N2 2.82248 6.84313 1.08608
C1 -0.92080 -0.54630 -3.40224
C2 -2.07228 -4.25592 3.98244
C3 2.39164 5.42972 1.21318
C4 -1.98475 -0.35456 -4.30525
C5 2.59417 3.32189 2.29868
C6 1.63565 2.81363 1.42995
C7 -2.63329 -3.42070 3.04976
C8 0.01074 -3.00664 3.95283
C9 2.70282 0.45688 -1.56450
C10 -1.99919 1.79055 -0.67573
C11 -3.09909 1.02669 -2.65497
C12 2.98610 4.64653 2.18777
C13 0.60613 -3.18398 0.09157
C14 -4.22281 1.80508 -2.27534
C15 0.25518 -4.49011 0.38606
C16 -1.97390 0.93562 -1.80055
C17 -0.95095 -5.00550 -0.07770
C18 -0.91764 0.03849 -2.15716
C19 -1.85916 -2.35395 2.53375
C20 -0.24422 -2.38641 -0.67971
C21 -2.46564 -1.42423 1.66559
C22 -3.07003 2.53860 -0.30882
C23 -0.08668 3.17400 -0.39936
C24 1.40944 4.96132 0.36208
C25 -0.53387 -2.17085 2.96682
C26 -1.79894 -4.21550 -0.83917
C27 -0.76038 -4.03907 4.44180
C28 4.39176 -0.62098 -2.88490
C29 3.59691 -1.75291 -2.99442
C30 1.89982 -0.67847 -1.67393
C31 1.01770 3.62762 0.48294
C32 -1.44982 -2.90634 -1.14552
C33 -3.07223 0.36532 -3.91034
C34 3.94698 0.48403 -2.16877
C35 -4.23312 2.51070 -1.10991
C36 2.35058 -1.78895 -2.38904
H1 3.73632 5.05606 2.85180
H2 1.74529 -2.68383 -2.46066
H3 -5.09297 3.09758 -0.82533
H4 -3.51475 -1.53211 1.38511
H5 -5.07328 1.84065 -2.94212
H6 -3.65320 -3.56122 2.72240
H7 -0.11392 -1.21055 -3.68984
H8 1.55671 -2.79656 0.44494
H9 -2.73039 -4.62038 -1.20897
H10 -3.92943 0.46470 -4.56323
H11 -1.95298 -0.81831 -5.27989
H12 -3.00560 3.19014 0.55178
H13 4.57141 1.36155 -2.08202
H14 -2.12031 -2.30064 -1.73997
H15 5.36406 -0.60005 -3.35598
H16 2.36373 1.32839 -1.01306
H17 -0.34744 -4.69805 5.19313
H18 0.95824 5.61194 -0.37419
H19 3.94843 -2.61191 -3.54814
H20 0.92496 -5.10769 0.96793
H21 -1.21998 -6.02851 0.14475

As for the multiplicity: 1. For the electronic energy, the calculation gives -3500.39004 Eh. For the gap between HOMO and LUMO (alpha / beta), the calculation gives 0.236 / 0.232 Ha. The calculation puts the energy relative to the best compared isomer or geometry (same formula, charge and spin) at 0.00 kcal per mole. As for the charge: +2.

Results of the Mulliken charge analysis, in e, for atoms 1 through 8: 1.1930 -0.1522 -0.1376 2.6869 -0.5862 0.1688 -0.5321 -0.4601

3.
Entry from the OMol25 dataset: a molecular structure, C36H25ClI2N4O4SY at a distorted geometry (ωB97M-V/def2-TZVPD).

Cartesian coordinates (Å):
I1 5.15896 -1.91053 5.23933
I2 0.61795 -4.53503 2.40807
Y1 -0.26069 -0.15476 -0.39801
Cl1 4.76199 4.93571 -3.65145
S1 -2.29889 0.52065 -2.33234
O1 -2.09893 -0.92147 0.52406
O2 0.78974 -1.52042 1.07540
O3 -3.78433 -0.09968 1.70032
O4 0.46378 1.88096 -1.04556
N1 -0.17581 -2.40789 -1.58973
N2 1.99415 -0.57951 -1.65635
N3 0.31951 1.31899 1.74192
N4 -1.40822 3.79082 1.29295
C1 1.49663 2.48454 -1.61582
C2 -2.40452 5.06713 3.57381
C3 3.59135 2.63814 -2.82009
C4 2.56893 4.67195 -2.05079
C5 1.59243 1.00951 2.41232
C6 1.56812 -2.82263 2.95299
C7 -5.83760 -1.48982 -2.79329
C8 2.62298 1.81706 -2.16235
C9 1.87220 -0.39645 2.88225
C10 -1.99944 4.99175 1.19146
C11 -3.70817 -0.43702 -1.96765
C12 3.51181 -2.54193 -2.03063
C13 -1.30224 3.14264 2.43848
C14 -1.66314 3.90323 3.61459
C15 -6.31705 -1.60454 -1.51819
C16 -1.20431 -3.33417 -1.35760
C17 1.36931 -1.57510 2.17570
C18 3.52913 4.04097 -2.82362
C19 -2.58095 5.62944 2.29064
C20 -4.22772 -0.73042 -0.61976
C21 -4.48856 -1.01771 -2.99385
C22 -5.49677 -1.25673 -0.40184
C23 0.21999 -5.20059 -1.93877
C24 -0.98007 -4.73239 -1.46737
C25 -3.33599 -0.57829 0.64760
C26 1.26792 -4.22941 -2.18977
C27 3.30244 -1.71307 4.22611
C28 3.60714 -3.86527 -2.36571
C29 2.51135 -2.87042 3.92123
C30 2.98383 -0.47508 3.68694
C31 2.70884 0.34074 -2.27462
C32 1.44660 3.95520 -1.59310
C33 1.05986 -2.83470 -1.94632
C34 2.20337 -1.97686 -1.91462
C35 2.50147 -4.73211 -2.53637
C36 -0.82764 1.63866 2.58729
H1 -2.84174 5.53267 4.43205
H2 2.56282 -5.80971 -2.97710
H3 4.47472 2.24829 -3.33571
H4 -1.49162 3.38760 4.60732
H5 -2.15363 -2.85976 -1.17784
H6 4.59716 -4.16128 -2.74606
H7 0.51829 -6.25594 -2.01388
H8 -1.61228 0.94222 2.31150
H9 2.49365 5.74308 -2.20024
H10 2.37843 1.25994 1.63574
H11 -1.80697 -5.43324 -1.29989
H12 2.75947 -3.77785 4.33543
H13 -3.15568 6.56093 2.17249
H14 3.54647 0.46384 3.90696
H15 -5.90372 -1.31291 0.57849
H16 -7.37402 -1.94909 -1.32719
H17 0.41745 2.13902 1.15508
H18 -6.39254 -1.81305 -3.70646
H19 3.52160 0.01871 -2.90342
H20 0.52254 4.37948 -1.30714
H21 4.40298 -1.95997 -1.77110
H22 -0.57104 1.43290 3.66490
H23 -4.09000 -1.16819 -3.97448
H24 1.85333 1.72017 3.20663
H25 -1.89638 5.43800 0.20607

As for the multiplicity: 1. For the electronic energy, the calculation gives -3399.17725 Eh. For the gap between HOMO and LUMO, the calculation gives 0.208 Ha. The calculation puts the energy relative to the best compared isomer or geometry (same formula, charge and spin) at 34.00 kcal per mole. As for the charge: -1.

Results of the Mulliken charge analysis, in e, for atoms 1 through 8: -0.0420 0.0372 1.0256 -0.2500 -0.5444 -0.1823 0.3678 -0.7526

> The lowest charge belongs to which entry?

C36H25ClI2N4O4SY